No. 1
Below is a structure of composition C3H8NO3, with properties calculated with ωB97M-V with the def2-TZVPD basis set.

```
! RIJCOSX wB97M-V def2-TZVPD def2/J DEFGRID3
* xyz -1 1
O -0.913 -1.172 2.784
O -0.903 -1.926 0.404
O 1.818 0.914 -0.756
N -0.422 0.118 -0.695
C 0.590 1.061 -0.850
C 0.067 2.340 -1.532
C 0.094 -1.085 -0.050
H 0.552 3.222 -1.117
H 0.721 -1.642 -0.771
H 0.213 2.241 -2.606
H -0.147 0.989 0.160
H 0.731 -0.810 0.799
H -1.098 -1.573 1.377
H -1.010 2.394 -1.322
H -1.433 -1.667 3.417
*
```

Gap between HOMO and LUMO in eV: 7.2

No. 2
Below is a cluster of 2 separate species, C3H8NO3 in total, with properties calculated with ωB97M-V with the def2-TZVPD basis set.

```
! RIJCOSX wB97M-V def2-TZVPD def2/J DEFGRID3
* xyz 1 1
O 1.338 0.106 0.632
O -0.729 2.242 1.369
O -0.952 0.678 -0.203
N 0.922 -0.553 -1.563
C -0.234 -1.684 0.404
C 0.677 -0.583 -0.251
C -1.261 1.772 0.314
H 1.967 0.710 0.140
H 1.653 -0.130 -2.179
H 0.412 -2.157 1.139
H -2.292 2.279 0.021
H -0.553 -2.281 -0.532
H -1.120 -1.153 0.909
H 0.114 1.733 1.818
H 0.060 -0.980 -2.020
*
```

Gap between HOMO and LUMO in eV: 11.5

No. 3
Below is an isolated molecule of C3H8NO5P, with properties calculated with ωB97M-V with the def2-TZVPD basis set.

```
! RIJCOSX wB97M-V def2-TZVPD def2/J DEFGRID3
* xyz 0 1
P 1.113 -0.385 -1.020
O 0.387 -1.770 -0.857
O 2.584 -0.251 -0.982
O 0.276 0.375 -2.098
O -1.400 1.451 0.899
O 0.732 0.761 0.692
N -0.289 1.626 1.425
C 0.752 -2.409 0.380
C -0.268 2.320 2.573
C -1.165 0.220 -2.205
H -1.505 0.386 -1.150
H -1.422 -0.769 -2.637
H -1.209 2.745 2.812
H -1.609 0.909 -2.955
H 0.222 -3.322 0.411
H 0.303 -1.715 1.033
H 0.704 2.348 3.114
H 1.793 -2.518 0.565
*
```

Gap between HOMO and LUMO in eV: 8.5
SMILES: C=[N+]([O-])OP(=O)(OC)OC

No. 4
Below is an isolated molecule of C3H8NOP, with properties calculated with ωB97M-V with the def2-TZVPD basis set.

```
! RIJCOSX wB97M-V def2-TZVPD def2/J DEFGRID3
* xyz 0 1
P 0.763 -0.045 0.431
O -2.335 0.562 -0.144
N -1.789 -0.541 -0.043
C 1.043 -1.174 -1.026
C 0.374 1.715 -0.058
C -0.793 -0.682 1.172
H -0.642 -1.775 1.433
H 0.019 2.085 1.012
H 1.325 2.255 -0.189
H 0.234 -1.410 -1.630
H 1.844 -0.789 -1.624
H 1.554 -1.980 -0.483
H -1.214 -0.136 1.953
H -0.381 1.913 -0.804
*
```

Gap between HOMO and LUMO (alpha / beta) in eV: 8.3 / 8.3
SMILES: CP(C)CN=O

No. 5
Below is a structure of composition C3H8NOPS2, with properties calculated with ωB97M-V with the def2-TZVPD basis set.

```
! RIJCOSX wB97M-V def2-TZVPD def2/J DEFGRID3
* xyz 0 3
S 1.937 -2.078 -0.288
S 1.488 1.258 0.719
P 0.642 -0.691 0.256
O -0.346 -1.131 1.400
N -1.214 -0.088 -1.056
C -2.160 -0.717 -0.163
C 2.605 1.608 -0.724
C -1.596 -0.519 1.312
H 2.437 2.552 -1.177
H -3.204 -0.355 -0.023
H 3.637 1.989 -0.231
H -0.952 -0.571 -1.876
H 2.825 0.806 -1.386
H -2.361 -0.810 2.004
H -2.362 -1.832 -0.156
H -1.376 0.579 1.388
*
```

⟨S²⟩: 2.0247
Gap between HOMO and LUMO (alpha / beta) in eV: 6.2 / 4.0

No. 6
Below is the ion C3H8NOS with charge -1, with properties calculated with ωB97M-V with the def2-TZVPD basis set.

```
! RIJCOSX wB97M-V def2-TZVPD def2/J DEFGRID3
* xyz -1 1
S -2.016 -1.024 1.528
O 2.082 1.134 -0.673
N -0.360 1.469 0.394
C 1.321 -0.034 -0.839
C -0.783 -1.179 0.085
C 0.169 -0.010 0.302
H -0.226 -2.189 0.163
H 0.637 1.971 0.358
H -2.142 0.254 1.157
H 0.594 -0.110 1.364
H -0.503 1.671 -0.645
H -1.456 -0.950 -0.816
H 0.764 -0.080 -1.841
H 1.922 -0.924 -0.539
*
```

Gap between HOMO and LUMO in eV: 6.2
SMILES: N[C@H](C[O-])CS

No. 7
Below is the ion C3H8NOS with charge +1, with properties calculated with ωB97M-V with the def2-TZVPD basis set.

```
! RIJCOSX wB97M-V def2-TZVPD def2/J DEFGRID3
* xyz 1 1
S -2.287 1.315 -0.435
O 1.456 1.343 -0.730
N 0.995 -1.150 0.477
C 0.781 0.523 -1.252
C -0.838 0.498 0.531
C 0.022 -0.444 -0.327
H -0.179 1.335 0.811
H 1.809 -1.688 -0.042
H 0.760 0.540 -2.391
H 1.543 -0.522 1.106
H 0.656 -1.805 1.164
H -3.126 1.111 0.596
H -0.368 -1.225 -0.976
H -1.225 0.169 1.468
*
```

Gap between HOMO and LUMO in eV: 8.9
SMILES: [NH3+][C@H](C=O)CS

No. 8
Below is a cluster of 2 separate species, C3H8NOS in total, with properties calculated with ωB97M-V with the def2-TZVPD basis set.

```
! RIJCOSX wB97M-V def2-TZVPD def2/J DEFGRID3
* xyz 1 1
S -0.609 1.070 1.443
O -1.346 1.696 -1.013
N 1.567 -0.936 -1.675
C 1.208 0.220 -1.261
C -0.652 -0.595 2.154
C -1.066 0.762 -0.159
H 0.990 -1.755 -1.510
H 1.904 1.029 -1.507
H 0.013 -1.245 1.594
H -1.387 -0.228 -0.466
H -1.670 -0.970 2.154
H -0.297 -0.504 3.178
H 2.422 -1.133 -2.200
H -1.078 2.588 -0.734
*
```

Gap between HOMO and LUMO in eV: 8.6

Going through the records in order, we get total energy values of -10871.325, -10865.306, -24252.581, -16063.771, -37732.593, -17612.274, -17605.097, -17604.038 eV.
Going through the records in order, we get F_max values of 5.169, 4.554, 4.798, 3.480, 4.713, 3.402, 4.955, 1.485 eV/Å.
Going through the records in order, we get energy above the lowest of the compared OMol25 structures with the same formula, charge and spin values of 102.9, 36.8, 96.6, 75.7, 64.1, 63.0, 30.8, 55.2 kcal/mol.